[1]
{
  "formula": "C23H53IN8O8P3",
  "method": "ωB97M-V/def2-TZVPD",
  "total_charge": 1,
  "orbital_gap_ev": 4.363,
  "symbols": ["N", "C", "C", "N", "C", "C", "C", "C", "O", "C", "I", "C", "C", "C", "O", "O", "C", "P", "O", "O", "O", "H", "H", "H", "H", "H", "H", "H", "H", "H", "H", "H", "H", "H", "H", "H", "H", "H", "O", "P", "N", "C", "C", "N", "C", "C", "N", "C", "C", "H", "H", "H", "H", "H", "H", "H", "H", "H", "H", "H", "H", "H", "H", "H", "H", "H", "H", "O", "P", "N", "C", "C", "N", "C", "C", "N", "C", "C", "H", "H", "H", "H", "H", "H", "H", "H", "H", "H", "H", "H", "H", "H", "H", "H", "H", "H"],
  "coordinates": [[-4.535, 6.717, -0.847], [-4.059, 5.628, -1.610], [-2.667, 5.647, -2.031], [-2.067, 4.656, -2.786], [-0.617, 4.799, -3.153], [-0.376, 4.999, -4.693], [1.100, 4.699, -5.170], [1.650, 3.271, -4.814], [2.196, 3.167, -3.483], [-2.829, 3.566, -3.158], [-1.997, 1.915, -4.280], [-4.251, 3.440, -2.811], [-4.882, 4.491, -2.024], [-6.370, 4.397, -1.656], [-6.852, 4.967, -0.717], [-7.161, 3.616, -2.491], [-8.442, 4.244, -2.716], [-9.458, 3.405, -4.039], [-10.202, 2.256, -3.461], [-8.555, 2.842, -5.313], [-10.626, 4.454, -4.630], [-5.155, 6.415, -0.091], [-3.764, 7.207, -0.381], [-2.013, 6.496, -1.729], [-0.297, 5.756, -2.652], [-0.032, 3.975, -2.682], [-1.079, 4.442, -5.358], [-0.561, 6.094, -4.903], [1.083, 4.759, -6.297], [1.784, 5.503, -4.805], [2.526, 3.092, -5.504], [0.932, 2.434, -5.031], [1.588, 2.664, -2.914], [-4.859, 2.563, -3.141], [-9.069, 4.230, -1.782], [-8.258, 5.307, -3.041], [-9.068, 3.023, -6.127], [-10.226, 5.072, -5.272], [0.209, 0.388, -0.881], [-0.818, -0.608, -0.323], [-1.451, 0.455, 0.854], [-1.038, 0.680, 2.222], [-2.328, 1.503, 0.364], [0.366, -1.766, 0.144], [0.797, -2.087, 1.494], [1.527, -1.864, -0.747], [-2.044, -1.751, 0.188], [-2.636, -1.970, 1.490], [-2.294, -2.840, -0.759], [-1.920, 0.842, 2.853], [-0.380, 1.555, 2.313], [-0.525, -0.169, 2.663], [-3.359, 1.133, 0.290], [-2.022, 1.846, -0.632], [-2.331, 2.383, 1.012], [1.158, -1.202, 2.029], [1.621, -2.802, 1.493], [0.015, -2.587, 2.065], [2.291, -1.108, -0.513], [1.232, -1.744, -1.789], [1.985, -2.855, -0.679], [-1.919, -1.946, 2.311], [-3.123, -2.946, 1.546], [-3.409, -1.224, 1.696], [-1.644, -3.697, -0.556], [-2.108, -2.508, -1.783], [-3.335, -3.172, -0.725], [3.437, -4.526, 4.477], [4.941, -4.269, 4.352], [4.906, -3.824, 2.707], [5.035, -4.637, 1.520], [4.379, -2.501, 2.414], [5.383, -5.881, 4.780], [5.916, -6.907, 3.902], [4.512, -6.523, 5.770], [6.647, -3.870, 4.338], [7.623, -3.978, 3.276], [7.241, -3.683, 5.662], [5.612, -4.097, 0.761], [4.057, -4.899, 1.092], [5.582, -5.561, 1.687], [5.174, -1.749, 2.497], [3.583, -2.229, 3.114], [3.953, -2.430, 1.411], [5.257, -7.101, 3.049], [6.028, -7.858, 4.426], [6.923, -6.671, 3.560], [3.624, -6.977, 5.305], [4.179, -5.808, 6.521], [5.054, -7.300, 6.317], [7.548, -4.900, 2.698], [8.642, -3.954, 3.669], [7.537, -3.137, 2.582], [7.633, -4.626, 6.058], [6.495, -3.305, 6.366], [8.049, -2.947, 5.641]]
}

[2]
{
  "formula": "C23H54BrN3O",
  "method": "ωB97M-V/def2-TZVPD",
  "total_charge": 1,
  "orbital_gap_ev": [2.126, 7.466],
  "spin_multiplicity": 2,
  "symbols": ["C", "N", "C", "C", "C", "C", "O", "H", "H", "H", "H", "H", "H", "H", "H", "H", "H", "H", "H", "H", "H", "C", "C", "C", "C", "N", "C", "C", "C", "C", "C", "H", "H", "H", "H", "H", "H", "H", "H", "H", "H", "H", "H", "H", "H", "H", "H", "H", "H", "H", "H", "C", "C", "C", "C", "N", "C", "C", "C", "C", "C", "H", "H", "H", "H", "H", "H", "H", "H", "H", "H", "H", "H", "H", "H", "H", "H", "H", "H", "H", "H", "Br"],
  "coordinates": [[-1.015, -5.742, -5.374], [-2.225, -4.983, -4.855], [-2.900, -4.360, -6.069], [-3.066, -6.035, -4.152], [-1.901, -3.753, -3.978], [-0.884, -4.019, -2.860], [0.452, -4.129, -3.409], [-0.573, -6.358, -4.591], [-0.240, -5.040, -5.680], [-1.433, -6.276, -6.228], [-2.183, -3.770, -6.638], [-3.792, -3.825, -5.742], [-3.275, -5.163, -6.704], [-2.413, -6.632, -3.516], [-3.392, -6.726, -4.929], [-3.842, -5.581, -3.535], [-2.876, -3.413, -3.628], [-1.617, -2.932, -4.637], [-1.075, -4.871, -2.207], [-0.956, -3.107, -2.267], [0.919, -3.440, -2.930], [-3.431, 4.843, 2.713], [-2.408, 3.737, 2.425], [-2.899, 2.815, 1.323], [-1.842, 2.116, 0.395], [-2.338, 1.074, -0.619], [-3.258, 1.753, -1.676], [-4.590, 0.984, -1.725], [-4.618, 0.333, -0.350], [-3.147, 0.032, 0.132], [-1.191, 0.401, -1.376], [-3.397, 5.480, 1.828], [-3.164, 5.438, 3.586], [-4.475, 4.558, 2.844], [-2.328, 3.275, 3.409], [-1.436, 4.111, 2.104], [-3.568, 3.483, 0.781], [-3.573, 2.080, 1.764], [-1.054, 1.568, 0.912], [-1.351, 2.908, -0.172], [-2.664, 1.870, -2.583], [-3.483, 2.771, -1.358], [-4.701, 0.231, -2.505], [-5.445, 1.642, -1.885], [-5.174, -0.604, -0.383], [-5.194, 0.998, 0.293], [-2.876, -0.979, -0.170], [-2.983, -0.016, 1.209], [-1.557, -0.359, -2.066], [-0.459, -0.045, -0.702], [-0.690, 1.142, -1.998], [6.519, 0.654, 6.351], [5.250, 1.478, 5.829], [4.892, 1.004, 4.399], [3.618, 1.597, 3.730], [3.462, 1.399, 2.252], [4.670, 1.819, 1.310], [4.156, 3.001, 0.516], [2.740, 2.661, 0.274], [2.256, 2.096, 1.633], [3.386, -0.110, 2.025], [6.655, 0.933, 7.396], [7.452, 0.725, 5.792], [6.113, -0.358, 6.336], [5.364, 2.558, 5.917], [4.402, 1.224, 6.465], [4.806, -0.082, 4.409], [5.758, 1.210, 3.771], [3.642, 2.685, 3.794], [2.761, 1.223, 4.290], [4.857, 1.120, 0.495], [5.538, 1.962, 1.954], [4.708, 3.247, -0.391], [4.269, 3.943, 1.053], [2.812, 1.928, -0.529], [2.165, 3.536, -0.028], [1.370, 1.462, 1.627], [1.969, 2.895, 2.317], [2.695, -0.547, 2.746], [4.363, -0.551, 2.220], [3.078, -0.355, 1.008], [1.858, -1.840, -1.181]]
}

[3]
{
  "formula": "C23H57BrN3O17P4",
  "method": "ωB97M-V/def2-TZVPD",
  "total_charge": 1,
  "orbital_gap_ev": 6.352,
  "symbols": ["C", "C", "C", "C", "C", "N", "C", "C", "C", "C", "O", "N", "C", "C", "N", "Br", "H", "H", "H", "H", "H", "H", "H", "H", "H", "H", "H", "H", "H", "H", "H", "H", "H", "H", "H", "H", "H", "C", "O", "P", "O", "O", "C", "O", "C", "H", "H", "H", "H", "H", "H", "H", "H", "H", "C", "O", "P", "O", "O", "C", "O", "C", "H", "H", "H", "H", "H", "H", "H", "H", "H", "C", "O", "P", "O", "O", "C", "O", "C", "H", "H", "H", "H", "H", "H", "H", "H", "H", "C", "O", "P", "O", "O", "C", "O", "C", "H", "H", "H", "H", "H", "H", "H", "H", "H"],
  "coordinates": [[-2.485, -1.781, -1.802], [-1.167, -2.173, -1.558], [0.118, -1.241, -1.686], [0.506, -0.458, -0.344], [-0.781, -0.032, 0.551], [-0.330, 1.067, 1.478], [1.021, 0.785, 2.046], [1.400, -0.763, 1.972], [2.765, -0.998, 2.780], [2.747, -2.247, 3.757], [2.878, -3.434, 3.401], [2.612, -1.966, 5.199], [3.688, -2.635, 6.004], [1.320, -2.568, 5.687], [1.566, -1.122, 0.500], [1.600, -3.002, 0.418], [-3.295, -2.550, -1.560], [-2.797, -0.795, -2.271], [-0.975, -3.255, -1.250], [-0.168, -0.428, -2.447], [1.012, -1.778, -2.165], [0.955, 0.543, -0.687], [-1.582, 0.450, -0.111], [-1.242, -0.910, 1.095], [-0.211, 1.933, 0.927], [1.783, 1.334, 1.375], [1.180, 1.216, 3.096], [0.604, -1.424, 2.463], [3.601, -1.089, 2.015], [2.940, -0.069, 3.420], [4.254, -1.847, 6.597], [3.211, -3.327, 6.778], [4.455, -3.201, 5.389], [1.325, -3.701, 5.502], [0.428, -2.083, 5.175], [1.210, -2.431, 6.818], [2.493, -0.758, 0.195], [5.021, -2.587, -4.128], [4.764, -2.020, -2.847], [6.031, -1.105, -2.142], [7.041, -2.239, -2.316], [5.305, -1.216, -0.682], [4.959, -2.498, -0.181], [7.211, -0.078, -1.447], [8.298, 0.277, -2.297], [4.065, -2.805, -4.605], [5.582, -1.895, -4.756], [5.572, -3.521, -4.014], [5.566, -3.297, -0.606], [3.905, -2.683, -0.397], [5.101, -2.498, 0.902], [7.951, 0.460, -3.315], [9.045, -0.517, -2.296], [8.754, 1.189, -1.910], [-5.340, -7.736, 3.029], [-5.114, -7.857, 1.630], [-4.244, -6.589, 0.875], [-5.163, -5.496, 1.427], [-4.759, -7.078, -0.592], [-6.158, -7.206, -0.815], [-3.206, -5.455, 0.114], [-2.530, -4.560, 0.985], [-5.553, -8.728, 3.430], [-4.461, -7.331, 3.533], [-6.205, -7.098, 3.210], [-6.745, -6.581, -0.141], [-6.450, -8.250, -0.690], [-6.374, -6.905, -1.841], [-2.204, -5.075, 1.891], [-3.185, -3.726, 1.246], [-1.653, -4.169, 0.466], [2.578, 6.013, -4.486], [1.641, 6.066, -3.417], [1.856, 4.940, -2.144], [1.899, 3.733, -3.084], [0.332, 5.202, -1.625], [-0.739, 5.032, -2.547], [2.147, 3.979, -0.755], [3.399, 3.307, -0.724], [2.560, 6.971, -5.007], [3.586, 5.830, -4.113], [2.291, 5.232, -5.191], [-0.482, 4.358, -3.365], [-1.023, 6.005, -2.952], [-1.595, 4.615, -2.014], [4.192, 3.944, -1.119], [3.340, 2.384, -1.305], [3.633, 3.055, 0.312], [-6.113, 4.721, 1.563], [-5.884, 4.653, 0.161], [-4.920, 5.896, -0.523], [-5.787, 7.003, 0.079], [-5.463, 5.519, -2.014], [-6.867, 5.479, -2.237], [-3.850, 7.033, -1.230], [-3.132, 7.854, -0.315], [-6.399, 3.728, 1.913], [-5.213, 5.039, 2.091], [-6.933, 5.409, 1.771], [-7.418, 6.096, -1.526], [-7.216, 4.447, -2.170], [-7.069, 5.850, -3.243], [-2.815, 7.280, 0.557], [-3.755, 8.693, -0.001], [-2.248, 8.243, -0.822]]
}

| no. | largest force on an atom (eV Å⁻¹) |
| --- | --- |
| 1 | 7.26 |
| 2 | 3.31 |
| 3 | 9.55 |